{
  "formula": "C5H27N2O6S",
  "method": "ωB97M-V/def2-TZVPD",
  "elements": ["N", "C", "C", "S", "C", "N", "C", "C", "H", "H", "H", "H", "H", "H", "H", "H", "H", "H", "H", "H", "H", "H", "H", "H", "H", "O", "H", "H", "O", "H", "H", "O", "H", "H", "O", "H", "H", "O", "H", "H", "O"],
  "coordinates": [[-0.03, 0.67, -2.06], [-0.38, 1.32, -0.74], [-1.84, 1.60, -0.55], [-2.36, 3.34, -0.70], [0.18, 0.41, 0.42], [1.65, 0.43, 0.28], [2.26, -0.94, 0.37], [3.76, -0.76, 0.60], [0.95, 0.36, -2.17], [-0.21, 1.30, -2.84], [-0.64, -0.16, -2.18], [0.16, 2.26, -0.80], [-2.17, 1.24, 0.43], [-2.50, 1.05, -1.23], [-1.64, 3.77, 0.36], [-0.27, -0.55, 0.17], [-0.12, 0.85, 1.37], [2.03, 1.10, 0.93], [1.91, -1.54, -0.47], [1.74, -1.35, 1.24], [4.03, 0.24, 0.29], [3.97, -0.82, 1.67], [4.35, -1.61, 0.27], [3.38, 0.70, -3.00], [2.88, 0.92, -1.51], [2.62, 0.85, -2.43], [-0.13, -3.04, -0.58], [-1.07, -2.23, 0.24], [-0.86, -2.44, -0.67], [-0.22, 2.11, 4.42], [-0.50, 1.11, 3.32], [-0.45, 2.05, 3.50], [0.68, -3.59, 3.42], [1.14, -2.37, 4.06], [0.74, -2.65, 3.23], [-0.24, -4.29, 1.93], [-1.67, -4.60, 1.54], [-0.95, -3.98, 1.38], [-2.85, -1.36, -3.23], [-1.91, -1.88, -1.99], [-2.13, -1.19, -2.63]],
  "total_energy_ha": -1165.5990,
  "relative_energy_kcal_mol": 52.6,
  "charge": 1,
  "e_homo_ev": -11.89,
  "gap_ev": 9.455
}